# C3H7Cl2N

A 2-piece molecular cluster, C3H7Cl2N overall (ωB97M-V with the def2-TZVPD basis set, the Open Molecules 2025 dataset).

ΔE to the lowest compared entry with this formula, charge and spin ... 172.0 kJ/mol
E_LUMO ... 0.80 eV
SMILES string ... C=C(Cl)Cl.CN
DFT total energy ... -1093.58228 hartree
Kohn-Sham gap ... 0.354 Eh

Last column: natural (NBO) charge in e.
Cartesian coordinates (Å):
1 C -1.837 0.312 -1.234  -0.40
2 C 0.794 -0.010 1.406  -0.42
3 C -2.537 -0.026 -0.131  -0.13
4 N 0.797 0.176 -0.043  -0.86
5 Cl -3.225 1.175 0.945  0.02
6 Cl -2.843 -1.669 0.127  0.06
7 H -1.434 1.380 -1.407  0.22
8 H -1.405 -0.511 -1.785  0.23
9 H 0.514 1.114 -0.418  0.36
10 H 0.875 -1.111 1.514  0.20
11 H 1.680 0.519 1.902  0.17
12 H -0.190 0.203 1.947  0.20
13 H 1.721 -0.140 -0.342  0.36


# C3H7ClN

A 2-piece molecular cluster, C3H7ClN overall (ωB97M-V with the def2-TZVPD basis set, the Open Molecules 2025 dataset).

Charge ... +1
ΔE to the lowest compared entry with this formula, charge and spin ... 151.2 kJ/mol
E_LUMO ... -3.29 eV
DFT total energy ... -633.12162 hartree
Kohn-Sham gap ... 0.440 Eh

Last column: natural (NBO) charge in e.
Cartesian coordinates (Å):
1 C -1.492 -0.696 0.670  -0.14
2 C -0.772 0.177 -0.290  -0.14
3 C -0.742 -1.304 -0.207  -0.13
4 N 0.436 0.944 0.221  -0.72
5 Cl 3.335 -0.244 0.091  -0.23
6 H -2.189 -0.723 1.472  0.26
7 H 3.372 -0.833 -1.045  0.30
8 H -1.261 0.725 -1.083  0.22
9 H -0.330 -2.179 -0.645  0.26
10 H 1.337 0.404 0.118  0.45
11 H 0.317 1.170 1.217  0.44
12 H 0.543 1.827 -0.293  0.44


# C3H7ClN2

C3H7ClN2 in the gas phase (ωB97M-V with the def2-TZVPD basis set, the Open Molecules 2025 dataset).

ΔE to the lowest compared entry with this formula, charge and spin ... 226.9 kJ/mol
E_LUMO ... 0.85 eV
SMILES string ... C/N=N/[C@H](C)Cl
DFT total energy ... -688.13037 hartree
Kohn-Sham gap ... 0.369 Eh

Last column: natural (NBO) charge in e.
Cartesian coordinates (Å):
1 C 1.472 -1.609 0.150  -0.65
2 C -2.179 1.394 0.169  -0.46
3 C 1.083 -0.268 -0.451  -0.10
4 N -0.850 1.051 -0.261  -0.12
5 N -0.415 -0.041 0.142  -0.17
6 Cl 2.059 1.064 0.182  -0.05
7 H 1.350 -1.351 1.258  0.23
8 H 0.853 -2.485 -0.240  0.23
9 H 2.594 -1.926 -0.015  0.23
10 H -1.885 2.162 0.870  0.23
11 H -2.636 0.502 0.557  0.20
12 H -2.626 1.748 -0.770  0.22
13 H 1.180 -0.241 -1.592  0.22


# C3H7ClN2S

A 2-piece molecular cluster, C3H7ClN2S overall (ωB97M-V with the def2-TZVPD basis set, the Open Molecules 2025 dataset).

ΔE to the lowest compared entry with this formula, charge and spin ... 495.3 kJ/mol
E_LUMO (alpha / beta) ... 0.40 / 0.40 eV
DFT total energy ... -1086.19992 hartree
Kohn-Sham gap (alpha / beta) ... 0.276 / 0.275 Eh

Last column: natural (NBO) charge in e.
Cartesian coordinates (Å):
1 C -1.630 -0.150 0.079  0.11
2 C -0.653 2.028 -0.049  -0.42
3 C -0.015 -2.441 0.022  -0.77
4 N -3.410 1.069 -0.037  -0.60
5 N -0.566 0.587 -0.034  -0.56
6 S -1.740 -1.813 0.149  0.37
7 Cl -4.687 0.091 0.140  0.14
8 H -0.407 2.418 -1.039  0.20
9 H -1.683 2.281 0.191  0.27
10 H 0.035 2.455 0.684  0.20
11 H 0.605 -1.965 0.776  0.22
12 H 0.367 -2.265 -0.978  0.22
13 H -0.078 -3.504 0.217  0.24
14 H 0.366 0.189 -0.134  0.38


# C3H7ClNOPS

A 2-piece molecular cluster, C3H7ClNOPS overall (ωB97M-V with the def2-TZVPD basis set, the Open Molecules 2025 dataset).

ΔE to the lowest compared entry with this formula, charge and spin ... 241.0 kJ/mol
E_LUMO ... -1.02 eV
DFT total energy ... -1448.19404 hartree
Kohn-Sham gap ... 0.264 Eh

Last column: natural (NBO) charge in e.
Cartesian coordinates (Å):
1 C 0.363 -2.977 0.359  0.08
2 C -0.583 1.923 1.098  0.47
3 C 0.553 2.483 0.428  -0.77
4 N -0.197 -1.894 -0.087  -0.66
5 O -0.688 0.870 1.615  -0.57
6 P 0.004 -1.615 -1.956  0.72
7 S 0.689 0.212 -2.130  -0.61
8 Cl -2.071 -1.498 -2.056  -0.36
9 H 0.660 -3.836 -0.275  0.22
10 H 0.594 -2.958 1.366  0.19
11 H -1.457 2.581 0.868  0.08
12 H 0.827 1.663 -0.459  0.28
13 H 1.378 2.600 1.090  0.24
14 H 0.337 3.418 -0.122  0.22
15 H -0.409 -0.973 0.261  0.47


# C3H7ClNOZr

C3H7ClNOZr as an isolated structure (ωB97M-V with the def2-TZVPD basis set, the Open Molecules 2025 dataset).

Charge ... +3
ΔE to the lowest compared entry with this formula, charge and spin ... 440.6 kJ/mol
E_LUMO ... -17.58 eV
DFT total energy ... -754.25982 hartree
Kohn-Sham gap ... 0.068 Eh

Last column: natural (NBO) charge in e.
Cartesian coordinates (Å):
1 Zr 2.563 -2.567 -5.197  2.09
2 Cl 1.058 -1.910 -3.260  -0.48
3 C -0.644 -1.153 0.320  -0.71
4 C -1.284 0.214 0.531  0.61
5 O -2.494 0.334 0.307  -0.15
6 N -0.604 1.348 0.812  -0.19
7 C 0.771 1.467 1.124  -0.48
8 H 0.267 -1.313 0.892  0.26
9 H -0.556 -1.348 -0.751  0.27
10 H -1.382 -1.874 0.681  0.31
11 H -1.216 2.176 0.885  0.49
12 H 0.954 2.358 1.744  0.33
13 H 1.395 1.648 0.226  0.34
14 H 1.172 0.622 1.687  0.30